Entry 1:
ORCA calculation (ωB97M-V/def2-TZVPD) on a 2-piece molecular cluster, C4H11NO3 overall.

Each line ends with the Mulliken charge.
Positions of all 19 atoms, in Å:
O1 -2.75774 -1.40788 -1.79137  -0.49
C1 -1.78803 -1.05964 -1.17461  0.03
C2 -1.63613 0.32764 -0.61056  -0.50
C3 -0.77138 0.35902 0.64120  -0.69
N1 0.64897 0.45717 0.31897  -0.16
C4 1.53333 0.18364 1.39519  -0.60
O2 1.33859 0.98434 2.56605  -0.52
H1 -0.98468 -1.79243 -0.96547  0.30
H2 -2.64737 0.68795 -0.38511  0.34
H3 -1.22751 0.99545 -1.36580  0.32
H4 -0.90253 -0.57675 1.19588  0.43
H5 -1.06392 1.16575 1.31071  0.28
H6 0.86870 1.31879 -0.17357  0.26
H7 2.56908 0.28445 1.04975  0.35
H8 1.37327 -0.83031 1.75809  0.32
H9 1.82928 1.80640 2.48482  0.31
O3 1.14612 -0.69750 -2.35175  -0.66
H10 1.26936 -1.63736 -2.51180  0.32
H11 1.20261 -0.56874 -1.39063  0.35

Force components x, y, z for each atom (eV/Å):
-0.1 -0.1 -0.1
-0.1 -0.1 -0.1
-0.3 0.2 0.4
0.2 -0.1 0.1
0.0 -0.2 -0.6
0.5 0.3 0.6
0.0 0.0 0.0
0.1 0.1 0.1
0.2 -0.1 -0.1
0.1 0.0 -0.2
0.0 0.1 0.1
-0.2 0.1 0.1
0.0 -0.1 0.2
-0.2 -0.1 0.0
0.0 -0.1 -0.2
0.0 0.0 -0.1
0.0 0.0 -0.1
0.0 0.0 0.0
-0.1 0.0 0.0

Its highest occupied orbital energy is -0.3534 Ha. The frontier orbital gap comes out at 10.203 eV. The structure (SMILES) is O=CCCNCO.O.


Entry 2:
ORCA calculation (ωB97M-V/def2-TZVPD) on a 2-piece molecular cluster, C4H11NO3 overall in a non-equilibrium geometry.

Each line ends with the Mulliken charge.
Positions of all 19 atoms, in Å:
C1 -0.98819 0.33010 2.15722  -0.98
C2 -0.38643 1.37472 1.35394  0.67
O1 -0.57853 2.56165 1.54945  -0.63
N1 0.46230 1.10607 0.23748  -0.08
C3 1.17996 -0.10872 -0.08577  -0.55
C4 1.08442 -0.58424 -1.48859  -0.09
O2 1.90124 -1.71970 -1.61988  -0.53
H1 -1.92855 -0.13483 1.73546  0.22
H2 -0.29705 -0.48741 2.32958  0.30
H3 -1.55870 0.67601 3.05879  0.33
H4 0.83593 1.92936 -0.21555  0.24
H5 2.27386 -0.09531 0.16542  0.28
H6 0.90455 -0.98309 0.57915  0.20
H7 1.73061 0.04936 -2.20893  0.24
H8 0.06322 -0.81750 -1.81555  0.12
H9 1.96619 -2.42486 -1.03308  0.28
O3 -2.21645 -0.12112 -1.20160  -0.56
H10 -2.50140 -0.88887 -1.53786  0.26
H11 -1.94697 0.33839 -1.95970  0.28

Force components x, y, z for each atom (eV/Å):
-2.7 -2.0 1.0
1.5 2.4 -2.5
-0.5 -0.1 0.4
-0.4 -1.1 1.0
0.6 -1.0 2.1
1.6 -0.1 -1.4
1.1 0.4 -2.7
1.3 0.3 -0.8
-0.1 -0.1 0.4
1.6 0.3 -0.3
-0.3 0.1 0.5
-0.6 0.7 -0.3
-0.5 1.0 -0.6
-2.0 0.0 1.0
0.3 0.5 0.0
-0.7 -1.4 2.1
1.0 3.2 3.1
-1.9 -4.7 -1.6
0.7 1.5 -1.5

Its highest occupied orbital energy is -0.3412 Ha. The frontier orbital gap comes out at 9.855 eV. The structure (SMILES) is CC(=O)NCCO.O.


Entry 3:
ORCA calculation (ωB97M-V/def2-TZVPD) on a 2-piece molecular cluster, C4H11NO3 overall in a non-equilibrium geometry.

Each line ends with the Mulliken charge.
Positions of all 19 atoms, in Å:
N1 2.60747 -1.53816 0.29677  -0.44
C1 2.27291 -0.57668 -0.68203  0.27
O1 3.12872 0.11705 -1.17279  -0.58
C2 0.84619 -0.58310 -1.17772  -0.31
C3 -0.19387 -0.63033 -0.04588  -0.55
C4 -1.35067 0.35688 -0.28913  -0.53
O2 -2.18682 -0.15740 -1.32216  -0.58
H1 2.00955 -1.53534 1.10085  0.22
H2 3.58335 -1.58797 0.56054  0.26
H3 0.68913 0.26391 -1.84836  0.35
H4 0.77262 -1.40824 -1.89723  0.31
H5 -0.71809 -1.59451 -0.13513  0.26
H6 0.12452 -0.72843 0.99322  0.43
H7 -2.03999 0.36456 0.55171  0.25
H8 -0.90455 1.31616 -0.57705  0.31
H9 -1.79462 -0.31584 -2.20579  0.32
O3 -2.29548 2.36471 2.52386  -0.62
H10 -2.20068 3.12485 1.90608  0.32
H11 -2.34969 2.74787 3.42024  0.31

Force components x, y, z for each atom (eV/Å):
-0.4 0.4 -0.4
0.9 -0.5 0.2
0.2 0.2 -0.3
0.2 0.1 0.3
-1.6 -1.4 -0.6
0.8 -1.0 -0.6
-0.5 -0.1 -0.9
-0.3 -0.3 0.1
-0.1 0.4 -0.2
0.2 0.4 0.4
-0.1 -0.3 0.5
0.1 0.0 0.0
0.6 0.9 -0.1
0.3 0.6 0.2
-0.5 0.2 0.3
0.2 0.4 1.1
0.1 0.9 -0.1
-0.1 -0.8 0.8
0.0 -0.2 -0.7

Its highest occupied orbital energy is -0.3576 Ha. The frontier orbital gap comes out at 10.376 eV. The structure (SMILES) is NC(=O)CCCO.O.


Entry 4:
ORCA calculation (ωB97M-V/def2-TZVPD) on a 2-piece molecular cluster, C4H11NO3 overall in a non-equilibrium geometry.

Each line ends with the Mulliken charge.
Positions of all 19 atoms, in Å:
C1 -0.15038 2.45154 0.53781  -0.69
O1 -0.16078 1.11367 1.04111  -0.47
C2 -0.95303 0.08699 0.17731  0.81
C3 -1.48687 -0.94467 1.11682  -1.08
O2 -1.32348 0.35446 -0.94068  -0.56
H1 -0.47897 3.12701 1.33046  0.25
H2 -0.81668 2.58711 -0.31909  0.31
H3 0.87040 2.70942 0.24345  0.29
H4 -0.82046 -1.09477 1.96508  0.29
H5 -2.47074 -0.61955 1.46015  0.36
H6 -1.57776 -1.89644 0.59217  0.32
N1 0.96556 -2.06686 -0.64717  -0.55
C4 1.36058 -0.69073 -0.53739  -0.25
O3 1.46827 -0.06548 -1.79164  -0.56
H7 1.66813 -2.57789 -1.17631  0.27
H8 0.11636 -2.13364 -1.20249  0.23
H9 2.35207 -0.65319 -0.07098  0.38
H10 0.87491 0.13709 0.27889  0.27
H11 0.56286 0.17594 -2.05750  0.38

Force components x, y, z for each atom (eV/Å):
0.1 0.0 -0.1
-2.5 -0.8 -1.1
-0.9 3.2 0.7
0.7 -0.7 -0.3
1.0 -0.6 1.7
0.1 -0.1 0.0
0.1 -0.2 0.1
-0.1 0.0 0.0
-0.1 0.2 -0.1
0.1 0.1 -0.1
-0.1 0.1 0.0
-0.6 -0.1 0.4
0.9 1.8 1.8
-0.4 0.6 -0.4
0.0 0.2 0.2
0.0 0.0 0.1
0.2 -0.4 -0.5
1.1 -3.3 -2.4
0.4 0.0 0.0

Its highest occupied orbital energy is -0.3472 Ha. The frontier orbital gap comes out at 10.294 eV. The structure (SMILES) is COC(C)=O.NCO.


Entry 5:
ORCA calculation (ωB97M-V/def2-TZVPD) on a 2-piece molecular cluster, C4H11NO4S overall in a non-equilibrium geometry.

Each line ends with the Mulliken charge.
Positions of all 21 atoms, in Å:
H1 -1.65389 1.80275 -0.93260  0.09
N1 -1.05626 1.06541 -0.86415  -0.52
C1 -1.61740 -0.07564 -0.59398  0.83
C2 -3.07105 -0.24025 -0.21644  -1.33
O1 -0.86566 -1.19942 -0.55603  -0.65
H2 -3.20273 -1.29580 -0.03495  0.33
H3 -3.32045 0.15625 0.72060  0.34
H4 -3.55546 0.13295 -1.03457  0.44
H5 0.13956 -1.00097 -0.65962  0.49
O2 -0.22586 -1.02645 2.09086  -0.43
S1 0.37081 0.36087 1.82758  0.09
C3 2.06203 0.17038 1.11928  -0.63
C4 2.28287 0.43557 -0.37120  -0.17
O3 1.83079 -0.73891 -1.02257  -0.55
O4 1.49809 1.52234 -0.83614  -0.60
H6 -0.59884 -1.40219 1.31707  0.42
H7 2.75815 0.61236 1.80532  0.44
H8 2.48007 -0.92139 1.19922  0.27
H9 3.26658 0.80953 -0.61456  0.48
H10 1.90707 -0.51657 -1.92193  0.30
H11 0.57158 1.34916 -0.42117  0.36

Force components x, y, z for each atom (eV/Å):
-2.3 2.4 0.0
0.7 -4.7 0.1
1.2 2.5 0.1
2.8 -2.4 0.5
0.8 0.4 0.2
-0.5 -0.5 -0.6
-0.2 1.4 1.1
-2.1 0.8 -1.7
-1.4 0.0 -0.3
-0.6 -3.3 2.2
2.5 4.1 -0.5
1.2 -3.3 0.3
-2.0 2.4 0.8
0.5 -0.6 1.5
-0.4 -0.8 1.4
-0.8 -0.8 -1.5
0.2 1.1 0.0
-1.4 1.4 0.3
0.8 -1.0 0.0
-0.1 0.2 -2.2
1.1 0.6 -1.5

Its highest occupied orbital energy is -0.3083 Ha. The frontier orbital gap comes out at 9.119 eV. The structure (SMILES) is [H]/N=C(\C)O.OSCC(O)O.


Entry 6:
ORCA calculation (ωB97M-V/def2-TZVPD) on a single C4H11NO4S2 molecule in a non-equilibrium geometry.

Each line ends with the Mulliken charge.
Positions of all 22 atoms, in Å:
C1 -2.23353 0.66248 -1.40704  -0.84
C2 2.34250 0.45862 0.37901  -1.13
C3 -0.08841 0.24950 2.63643  -0.29
C4 -1.32256 -0.60711 -1.71845  -0.16
N1 1.28401 -0.37643 0.01509  0.24
O1 0.35099 1.29056 -2.45877  -0.57
O2 -0.28845 -2.22735 0.82327  -0.52
O3 0.95417 -0.62551 2.49982  -0.37
O4 1.31953 -0.82097 -1.27369  -0.34
S1 0.30150 -0.15728 -2.48090  0.57
S2 1.01745 -1.74262 1.16780  0.58
H1 -1.88093 0.98376 -0.38617  0.14
H2 -2.01460 1.56055 -2.12959  0.26
H3 -3.33992 0.33270 -1.36829  0.32
H4 3.06475 0.50432 -0.47101  0.35
H5 1.99584 1.41151 0.50192  0.36
H6 2.82673 0.16120 1.28940  0.39
H7 -0.35782 0.56038 1.59493  -0.02
H8 0.17095 1.12314 3.28025  0.24
H9 -0.94797 -0.25473 2.91563  0.29
H10 -1.89819 -1.21305 -2.56268  0.35
H11 -1.25602 -1.27367 -0.84698  0.15

Force components x, y, z for each atom (eV/Å):
0.8 0.1 0.2
2.8 -0.5 -1.6
-0.5 2.2 -2.4
-2.5 0.0 -2.0
-2.8 -1.6 1.6
0.2 0.6 0.0
-0.5 -0.3 0.0
2.3 -2.9 -0.8
0.6 -0.8 -1.5
-0.7 -1.0 1.2
0.5 2.8 0.8
-0.8 0.0 -0.9
-0.7 -1.9 1.3
1.9 0.7 -0.1
-0.2 -0.2 0.7
-0.9 2.7 0.5
0.4 -0.3 0.3
0.1 0.7 0.7
-0.1 -0.9 -0.5
-1.8 -0.9 1.4
1.5 1.0 1.5
0.4 0.3 -0.4

Its highest occupied orbital energy is -0.3415 Ha. The frontier orbital gap comes out at 10.000 eV.


Across the entries above, energy relative to the best compared isomer or geometry (same formula, charge and spin) takes the values 1.723; 2.472; 1.487; 3.130; 1.066; 2.815 eV, respectively.